Run a
Formula: C3H10NO
Source: the Open Molecules 2025 dataset
Level of theory: ωB97M-V with the def2-TZVPD basis set

Output
LUMO: -3.5 eV
HOMO level: -14.150 eV
Charge: +1
Spin multiplicity: 1

Last columns: bonded neighbours and bond lengths (Å).
CARTESIAN COORDINATES (ANGSTROEM)
1 C 0.048 1.383 -1.018  N2 1.526, H3 1.085, H4 1.081, H5 1.062
2 N -0.908 0.257 -1.404  C1 1.526, H6 1.018, H7 1.040, H8 1.017
3 H -0.635 2.164 -0.702  C1 1.085
4 H 0.498 1.722 -1.940  C1 1.081
5 H 0.625 1.107 -0.170  C1 1.062
6 H -1.093 0.128 -2.397  N2 1.018
7 H -0.594 -0.648 -1.000  N2 1.040
8 H -1.774 0.599 -0.996  N2 1.017
9 C -0.109 -0.719 2.075  C10 1.326, H12 1.081, H13 1.083
10 C 0.982 -0.868 1.337  C9 1.326, O11 1.425, H14 1.082
11 O 0.919 -1.165 -0.055  C10 1.425, H15 0.970
12 H -0.964 -1.372 1.960  C9 1.081
13 H 0.020 -0.182 3.006  C9 1.083
14 H 1.889 -0.298 1.496  C10 1.082
15 H 1.095 -2.110 -0.190  O11 0.970

Run b
Formula: C3H10NO
Source: the Open Molecules 2025 dataset
Level of theory: ωB97M-V with the def2-TZVPD basis set

Output
LUMO: -3.4 eV
HOMO level: -15.404 eV
Charge: +1
SMILES: C[C@H]([NH3+])CO
Spin multiplicity: 1

Last columns: bonded neighbours and bond lengths (Å).
CARTESIAN COORDINATES (ANGSTROEM)
1 C -0.677 1.528 0.025  C2 1.507, H6 1.086, H7 1.088, H8 1.088
2 C -0.440 0.050 -0.146  C1 1.507, N3 1.544, C4 1.519, H9 1.087
3 N -0.335 -0.631 1.236  C2 1.544, H10 1.022, H11 1.025, H12 1.021
4 C 0.864 -0.304 -0.840  C2 1.519, O5 1.415, H13 1.088, H14 1.098
5 O 1.063 -1.696 -0.681  C4 1.415, H15 0.966
6 H -0.658 2.021 -0.943  C1 1.086
7 H -1.640 1.732 0.487  C1 1.088
8 H 0.117 1.981 0.616  C1 1.088
9 H -1.251 -0.496 -0.621  C2 1.087
10 H 0.409 -0.196 1.786  N3 1.022
11 H -0.105 -1.615 1.066  N3 1.025
12 H -1.190 -0.551 1.789  N3 1.021
13 H 0.799 0.012 -1.879  C4 1.088
14 H 1.690 0.256 -0.383  C4 1.098
15 H 1.354 -2.091 -1.513  O5 0.966

Relative to the most stable structure, the computed energies are run a 38.6; run b 0.0, all in kcal/mol.

Run a
Formula: C3H10NO
Source: the Open Molecules 2025 dataset
Level of theory: ωB97M-V with the def2-TZVPD basis set

Output
LUMO: -3.3 eV
HOMO level: -14.695 eV
Charge: +1
Spin multiplicity: 1

Last columns: bonded neighbours and bond lengths (Å).
CARTESIAN COORDINATES (ANGSTROEM)
1 C 0.906 1.417 0.844  C2 1.492, H5 1.090, H6 1.092, H7 1.089
2 C -0.390 0.803 0.437  C1 1.492, C3 1.314, N4 1.495
3 C -1.551 1.332 0.119  C2 1.314, H8 1.075, H9 1.083
4 N -0.290 -0.686 0.364  C2 1.495, H10 1.024, H11 1.015, H12 1.039
5 H 0.800 2.500 0.906  C1 1.090
6 H 1.629 1.194 0.057  C1 1.092
7 H 1.259 1.074 1.816  C1 1.089
8 H -2.372 0.801 -0.328  C3 1.075
9 H -1.689 2.401 0.229  C3 1.083
10 H 0.338 -0.998 1.110  N4 1.024
11 H -1.189 -1.142 0.491  N4 1.015
12 H 0.137 -1.080 -0.498  N4 1.039
13 H 1.186 -3.081 -1.407  O15 0.966
14 H 0.451 -2.301 -2.523  O15 0.964
15 O 0.775 -2.233 -1.617  H13 0.966, H14 0.964

Run b
Formula: C3H10NO
Source: the Open Molecules 2025 dataset
Level of theory: ωB97M-V with the def2-TZVPD basis set

Output
LUMO: -3.8 eV
HOMO level: -14.481 eV
Charge: +1
SMILES: C[NH2+]COC
Spin multiplicity: 1

Last columns: bonded neighbours and bond lengths (Å).
CARTESIAN COORDINATES (ANGSTROEM)
1 C -0.321 0.537 1.962  N2 1.462, H6 1.063, H7 1.044, H8 1.065
2 N -0.831 -0.428 0.990  C1 1.462, C3 1.432, H9 1.059, H10 1.011
3 C -0.747 -0.150 -0.412  N2 1.432, O4 1.705, H11 1.136, H12 1.059
4 O 0.901 0.165 -0.718  C3 1.705, C5 1.409
5 C 1.317 -0.021 -2.052  O4 1.409, H13 1.138, H14 1.097, H15 1.055
6 H -0.848 1.430 1.726  C1 1.063
7 H -0.407 0.005 2.856  C1 1.044
8 H 0.725 0.736 1.942  C1 1.065
9 H -0.422 -1.363 1.273  N2 1.059
10 H -1.829 -0.523 1.121  N2 1.011
11 H -1.183 0.859 -0.699  C3 1.136
12 H -0.948 -1.021 -0.980  C3 1.059
13 H 2.441 0.055 -1.891  C5 1.138
14 H 1.039 0.739 -2.793  C5 1.097
15 H 1.114 -1.019 -2.325  C5 1.055

Relative to the most stable structure, the computed energies are run a 0.0; run b 56.5, all in kcal/mol.

Run a
Formula: C3H10NO
Source: the Open Molecules 2025 dataset
Level of theory: ωB97M-V with the def2-TZVPD basis set

Output
LUMO: -5.0 eV
HOMO level: -15.068 eV
Charge: +1
Spin multiplicity: 1

Last columns: bonded neighbours and bond lengths (Å).
CARTESIAN COORDINATES (ANGSTROEM)
1 C -2.320 -0.063 -0.219  C2 1.516, H5 1.095, H6 1.084, H7 1.099
2 C -1.054 0.622 -0.694  C1 1.516, N4 1.502, H8 1.060, H9 1.074
3 C 0.661 -1.176 -0.909  N4 1.265, H10 1.077, H11 1.066
4 N 0.140 -0.199 -0.298  C2 1.502, C3 1.265, H12 1.018
5 H -2.604 -0.987 -0.733  C1 1.095
6 H -2.568 -0.274 0.816  C1 1.084
7 H -3.096 0.597 -0.632  C1 1.099
8 H -1.171 0.558 -1.746  C2 1.060
9 H -0.856 1.596 -0.287  C2 1.074
10 H 1.511 -1.695 -0.499  C3 1.077
11 H 0.187 -1.445 -1.825  C3 1.066
12 H 0.591 0.209 0.518  N4 1.018
13 H 3.927 0.286 1.796  O15 0.947
14 H 3.549 1.302 2.651  O15 0.974
15 O 3.103 0.670 2.060  H13 0.947, H14 0.974

Run b
Formula: C3H10NO
Source: the Open Molecules 2025 dataset
Level of theory: ωB97M-V with the def2-TZVPD basis set

Output
LUMO: -3.6 eV
HOMO level: -13.374 eV
Charge: +1
Spin multiplicity: 1

Last columns: bonded neighbours and bond lengths (Å).
CARTESIAN COORDINATES (ANGSTROEM)
1 C -1.425 1.565 0.917  N2 1.487, H3 1.081, H4 1.084, H5 1.090
2 N -0.198 0.726 0.964  C1 1.487, H6 1.033, H7 1.028, H8 1.019
3 H -2.033 1.382 0.041  C1 1.081
4 H -2.032 1.524 1.813  C1 1.084
5 H -1.052 2.587 0.860  C1 1.090
6 H 0.347 0.870 0.099  N2 1.033
7 H -0.341 -0.291 0.987  N2 1.028
8 H 0.385 0.969 1.764  N2 1.019
9 C 0.518 -1.989 -0.368  C10 1.346, H12 1.090, H13 1.083
10 C 0.837 -1.240 -1.439  C9 1.346, O11 1.385, H14 1.091
11 O 1.210 0.093 -1.396  C10 1.385, H15 0.972
12 H 1.285 -2.188 0.382  C9 1.090
13 H -0.304 -2.689 -0.441  C9 1.083
14 H 0.685 -1.559 -2.472  C10 1.091
15 H 2.117 0.240 -1.712  O11 0.972

Relative to the most stable structure, the computed energies are run a 0.0; run b 18.6, all in kcal/mol.

Run a
Formula: C3H10NO
Source: the Open Molecules 2025 dataset
Level of theory: ωB97M-V with the def2-TZVPD basis set

Output
LUMO: -3.2 eV
HOMO level: -15.090 eV
Charge: +1
Spin multiplicity: 1

Last columns: bonded neighbours and bond lengths (Å).
CARTESIAN COORDINATES (ANGSTROEM)
1 C 0.537 1.403 2.318  O2 1.483, H3 1.124, H4 1.153, H5 1.133
2 O -0.482 0.767 1.448  C1 1.483, H6 0.941
3 H 0.130 1.478 3.363  C1 1.124
4 H 1.435 0.685 2.234  C1 1.153
5 H 0.802 2.433 1.928  C1 1.133
6 H -1.165 1.410 1.517  O2 0.941
7 C 0.372 -0.475 -1.520  C8 1.337, N9 1.510, H10 1.065
8 C -0.329 -0.641 -2.646  C7 1.337, H11 1.099, H12 1.105
9 N -0.069 -1.224 -0.285  C7 1.510, H13 1.034, H14 1.017, H15 1.079
10 H 1.261 0.082 -1.335  C7 1.065
11 H -0.105 0.075 -3.449  C8 1.099
12 H -1.064 -1.460 -2.740  C8 1.105
13 H -0.966 -1.703 -0.470  N9 1.034
14 H 0.708 -1.826 -0.022  N9 1.017
15 H -0.181 -0.465 0.473  N9 1.079

Run b
Formula: C3H10NO
Source: the Open Molecules 2025 dataset
Level of theory: ωB97M-V with the def2-TZVPD basis set

Output
LUMO: -3.7 eV
HOMO level: -13.526 eV
Charge: +1
Spin multiplicity: 1

Last columns: bonded neighbours and bond lengths (Å).
CARTESIAN COORDINATES (ANGSTROEM)
1 N 0.505 -0.093 1.824  H2 1.034, H3 1.044, H4 1.108, H5 1.028
2 H 0.546 0.925 2.000  N1 1.034
3 H -0.292 -0.552 2.319  N1 1.044
4 H 0.221 -0.224 0.762  N1 1.108
5 H 1.398 -0.571 2.006  N1 1.028
6 C 1.111 0.435 -1.381  C7 1.504, H10 1.106, H11 1.109, H12 1.089
7 C -0.016 -0.485 -0.998  C6 1.504, C8 1.368, H13 1.081
8 C -1.214 0.017 -0.568  C7 1.368, O9 1.382, H14 1.105
9 O -2.183 -0.745 0.056  C8 1.382, H15 0.956
10 H 1.376 0.375 -2.453  C6 1.106
11 H 0.864 1.481 -1.108  C6 1.109
12 H 2.012 0.149 -0.841  C6 1.089
13 H 0.109 -1.558 -1.035  C7 1.081
14 H -1.434 1.099 -0.616  C8 1.105
15 H -3.002 -0.253 0.033  O9 0.956

Relative to the most stable structure, the computed energies are run a 11.0; run b 0.0, all in kcal/mol.